Record 1
Below is a single C5H4N2O molecule at a distorted geometry, with properties calculated with wB97M-V/def2-TZVPD.

Structure (XYZ):
```
12
Properties=species:S:1:pos:R:3:nbo_charge:R:1
C 1.042 0.722 -0.408 -0.601
C 0.297 -0.322 0.421 -0.389
C 0.890 -1.627 0.354 0.266
N 1.375 -2.660 0.312 -0.273
C -1.290 -0.395 -0.134 0.520
O -1.763 -1.358 -0.651 -0.412
C -1.963 0.855 0.115 0.140
N -2.494 1.840 0.358 -0.204
H 1.265 0.339 -1.406 0.230
H 0.444 1.629 -0.506 0.227
H 1.981 0.982 0.079 0.235
H 0.217 -0.005 1.468 0.261
```

Values from the calculation:
HOMO = -11.4 eV
Energy above the lowest of the compared OMol25 structures with the same formula, charge and spin = 0.927 eV
Lowest unoccupied orbital energy = -1.01 eV
Charge = 0
Frontier orbital gap = 0.3816 Eh
Structure (SMILES) = C[C@H](C#N)C(=O)C#N

---

Record 2
Below is a single C5H4N2O molecule at a distorted geometry, with properties calculated with wB97M-V/def2-TZVPD.

Structure (XYZ):
```
12
Properties=species:S:1:pos:R:3:nbo_charge:R:1
C 1.091 0.398 0.067 -0.477
C -2.409 0.527 -0.023 0.296
C -0.339 0.117 -0.027 -0.066
C -1.016 -1.040 0.141 0.399
C 2.056 -0.805 0.131 -0.025
N -1.221 1.143 -0.020 -0.438
N 1.802 -1.954 -0.152 -0.191
O -2.335 -0.800 0.081 -0.429
H 1.197 0.846 -0.985 0.257
H -3.226 1.087 -0.423 0.204
H 3.205 -0.619 0.295 0.216
H 1.193 1.100 0.915 0.253
```

Values from the calculation:
HOMO (alpha / beta) = -9.2 / -9.6 eV
Energy above the lowest of the compared OMol25 structures with the same formula, charge and spin = 5.259 eV
Lowest unoccupied orbital energy (alpha / beta) = -1.53 / -0.48 eV
Charge = 0
Frontier orbital gap (alpha / beta) = 0.2819 / 0.3359 Eh

---

Record 3
Below is a single C5H4N2O molecule at a distorted geometry, with properties calculated with wB97M-V/def2-TZVPD.

Structure (XYZ):
```
12
Properties=species:S:1:pos:R:3:nbo_charge:R:1
C 2.066 -0.049 0.049 0.018
C 1.340 -1.212 -0.098 -0.339
C -0.075 -0.661 -0.028 0.099
N -1.293 -1.230 -0.002 -0.135
O -2.074 -0.053 0.063 -0.284
C -1.366 1.054 -0.032 0.115
C 0.011 0.752 -0.076 -0.025
N 1.328 1.125 -0.043 -0.560
H 3.129 0.005 0.243 0.213
H 1.616 -2.235 0.302 0.248
H -1.993 1.970 0.146 0.217
H 1.741 2.117 0.219 0.434
```

Values from the calculation:
HOMO = -8.4 eV
Energy above the lowest of the compared OMol25 structures with the same formula, charge and spin = 2.499 eV
Lowest unoccupied orbital energy = 0.65 eV
Charge = 0
Frontier orbital gap = 0.3328 Eh
Structure (SMILES) = c1cc2nocc2[nH]1

---

Record 4
Below is a single C5H4N2O2 molecule at a distorted geometry, with properties calculated with wB97M-V/def2-TZVPD.

Structure (XYZ):
```
13
Properties=species:S:1:pos:R:3:nbo_charge:R:1
C -0.628 -1.111 -1.497 -0.007
N 0.369 -0.556 -1.026 -0.418
C 1.283 -0.745 -0.090 0.584
O 2.167 -1.611 -0.212 -0.580
C 1.222 0.118 1.066 -0.326
C 0.244 0.938 1.413 0.051
N -0.793 1.299 0.670 -0.547
C -1.547 1.464 -0.247 0.893
O -2.461 1.638 -0.917 -0.493
H -0.948 -0.523 -2.323 0.200
H -1.041 -1.995 -1.001 0.181
H 1.868 -0.409 1.842 0.249
H 0.265 1.492 2.320 0.214
```

Values from the calculation:
HOMO = -9.7 eV
Energy above the lowest of the compared OMol25 structures with the same formula, charge and spin = 2.495 eV
Lowest unoccupied orbital energy = -0.03 eV
Charge = 0
Frontier orbital gap = 0.3565 Eh
Structure (SMILES) = C=NC(=O)/C=C\N=C=O

---

Record 5
Below is a single C5H4N2O4S molecule at a distorted geometry, with properties calculated with wB97M-V/def2-TZVPD.

Structure (XYZ):
```
16
Properties=species:S:1:pos:R:3:nbo_charge:R:1
C 1.460 -1.030 -0.431 -0.200
C 0.111 -1.508 -0.289 -0.311
C 2.085 -0.040 0.229 -0.317
C -0.991 -0.851 -0.007 0.264
C -0.001 1.655 0.778 -0.260
N -2.305 -1.025 0.311 0.419
N -0.150 1.933 -0.588 0.445
O -2.923 -1.626 -0.563 -0.351
O -2.750 -0.577 1.346 -0.356
O 0.768 1.669 -1.348 -0.407
O -1.191 2.476 -0.909 -0.370
S 1.425 1.043 1.447 0.460
H 2.081 -1.640 -1.072 0.234
H 0.022 -2.589 -0.444 0.253
H 3.145 0.108 0.109 0.237
H -0.786 2.001 1.431 0.260
```

Values from the calculation:
HOMO (alpha / beta) = -10.0 / -9.0 eV
Energy above the lowest of the compared OMol25 structures with the same formula, charge and spin = 5.123 eV
Lowest unoccupied orbital energy (alpha / beta) = -2.21 / -2.22 eV
Charge = 0
Frontier orbital gap (alpha / beta) = 0.2856 / 0.2495 Eh

---

Record 6
Below is a molecular structure, C5H4N3O4 at a distorted geometry, with properties calculated with wB97M-V/def2-TZVPD.

Structure (XYZ):
```
16
Properties=species:S:1:pos:R:3:nbo_charge:R:1
C 1.354 -0.550 0.907 -0.348
C 2.640 -0.107 0.499 -0.073
C 0.530 -0.077 -0.097 0.152
C -1.942 1.388 0.023 0.917
C -0.930 -0.285 -0.439 -0.312
N 2.601 0.541 -0.665 -0.295
N 1.348 0.610 -1.033 -0.337
N -1.648 -1.148 0.285 0.462
O -3.079 1.076 -0.074 -0.623
O -1.262 2.330 0.006 -0.636
O -2.737 -1.466 -0.168 -0.425
O -1.428 -1.262 1.531 -0.530
H 1.153 -1.205 1.698 0.241
H 3.504 -0.244 1.087 0.186
H -1.206 -0.355 -1.532 0.222
H 1.102 0.754 -2.026 0.400
```

Values from the calculation:
HOMO = -4.4 eV
Energy above the lowest of the compared OMol25 structures with the same formula, charge and spin = 0.728 eV
Lowest unoccupied orbital energy = 3.77 eV
Charge = -1
Frontier orbital gap = 0.3011 Eh

---

Record 7
Below is a molecular structure, C5H4N3P at a distorted geometry, with properties calculated with wB97M-V/def2-TZVPD.

Structure (XYZ):
```
13
Properties=species:S:1:pos:R:3:nbo_charge:R:1
C 1.434 -0.066 1.563 0.405
C -0.442 -0.959 1.661 0.371
C -0.156 -0.101 -0.108 0.037
C -0.857 1.050 -0.443 -0.608
C -1.286 -0.801 -1.849 -0.287
N 0.748 -0.968 2.138 -0.631
N -0.339 -1.206 -1.045 -0.426
N 1.148 0.427 0.400 -0.494
P -1.755 0.883 -1.862 0.555
H 2.363 0.325 1.950 0.194
H -0.669 1.898 0.239 0.232
H -1.797 -1.639 -2.533 0.218
H 1.610 1.158 -0.111 0.434
```

Values from the calculation:
HOMO = -8.0 eV
Energy above the lowest of the compared OMol25 structures with the same formula, charge and spin = 3.009 eV
Lowest unoccupied orbital energy = -0.66 eV
Charge = 0
Frontier orbital gap = 0.2698 Eh

---

Record 8
Below is a gas-phase ion, C5H4NO2 (charge -1) at a distorted geometry, with properties calculated with wB97M-V/def2-TZVPD.

Structure (XYZ):
```
12
Properties=species:S:1:pos:R:3:nbo_charge:R:1
N -2.646 -1.311 0.805 -0.379
C -2.050 -0.651 0.082 0.322
C -1.095 -0.021 -0.747 -0.625
C -0.239 1.012 0.008 0.517
O -0.679 2.196 0.195 -0.687
C 1.087 0.579 0.531 -0.576
C 1.825 -0.598 0.318 0.329
O 3.026 -0.792 0.518 -0.682
H -0.352 -0.809 -1.020 0.254
H -1.517 0.339 -1.677 0.245
H 1.409 1.491 1.047 0.212
H 1.232 -1.435 -0.060 0.069
```

Values from the calculation:
HOMO = -3.8 eV
Energy above the lowest of the compared OMol25 structures with the same formula, charge and spin = 0.364 eV
Lowest unoccupied orbital energy = 3.87 eV
Charge = -1
Frontier orbital gap = 0.2809 Eh
Structure (SMILES) = N#CC/C([O-])=C\C=O

---

Record 9
Below is a single C5H4O2 molecule at a distorted geometry, with properties calculated with wB97M-V/def2-TZVPD.

Structure (XYZ):
```
11
Properties=species:S:1:pos:R:3:nbo_charge:R:1
C -1.027 2.104 -0.245 -0.203
C -0.831 0.862 -0.106 -0.079
C -0.327 -0.529 -0.057 0.212
C -1.194 -1.530 0.348 -0.369
O 0.898 -0.836 -0.608 -0.505
C 1.986 0.013 -0.263 0.646
O 2.090 0.700 0.728 -0.522
H -1.289 3.135 0.055 0.255
H -2.242 -1.214 0.620 0.219
H -0.932 -2.501 0.456 0.204
H 2.869 -0.205 -0.928 0.142
```

Values from the calculation:
HOMO = -9.2 eV
Energy above the lowest of the compared OMol25 structures with the same formula, charge and spin = 3.098 eV
Lowest unoccupied orbital energy = 0.43 eV
Charge = 0
Frontier orbital gap = 0.3556 Eh
Structure (SMILES) = C#CC(=C)OC=O

---

Record 10
Below is a single C5H4O2 molecule, with properties calculated with wB97M-V/def2-TZVPD.

Structure (XYZ):
```
11
Properties=species:S:1:pos:R:3:nbo_charge:R:1
O -1.615 -2.116 0.691 -0.520
C -0.801 -1.268 0.510 0.738
O -1.413 0.127 0.320 -0.434
C -0.781 1.088 -0.241 0.384
C 0.532 0.897 -0.751 -0.606
C 1.280 -0.268 -0.301 -0.160
C 0.631 -1.189 0.471 -0.472
H -1.266 2.063 -0.147 0.187
H 0.869 1.500 -1.593 0.260
H 1.418 1.152 0.034 0.389
H 1.147 -1.985 1.006 0.234
```

Values from the calculation:
HOMO (alpha / beta) = -8.3 / -8.3 eV
Energy above the lowest of the compared OMol25 structures with the same formula, charge and spin = 4.553 eV
Lowest unoccupied orbital energy (alpha / beta) = -0.92 / -0.92 eV
Charge = 0
Frontier orbital gap (alpha / beta) = 0.2707 / 0.2708 Eh